(1)
Entry from the OMol25 dataset: a cluster of 2 separate species, C2H5ClIN in total at a distorted geometry (the ωB97M-V functional and the def2-TZVPD basis).

Summary:
ΔE to the lowest compared entry with this formula, charge and spin = 3.800 eV
orbital gap (alpha / beta) = 0.3209 / 0.2952 Eh
calculated total energy = -891.65630 hartree
LUMO (alpha / beta) = -0.4 / -0.4 eV

ORCA input file:
```
! RIJCOSX wB97M-V def2-TZVPD def2/J DEFGRID3
* xyz 0 1
C 1.333 -0.842 0.049
C -1.144 1.273 0.211
N 0.451 -0.300 -0.937
Cl -0.745 -1.220 -1.575
I -2.923 0.302 0.597
H 2.303 -0.174 0.360
H 0.818 -1.065 1.011
H 1.684 -1.736 -0.351
H -0.733 1.672 1.152
H -1.044 2.089 -0.516
*
```


(2)
Entry from the OMol25 dataset: a structure of composition C4H8N4 at a distorted geometry (the ωB97M-V functional and the def2-TZVPD basis).

Summary:
ΔE to the lowest compared entry with this formula, charge and spin = 2.620 eV
orbital gap = 0.2835 Eh
calculated total energy = -376.15216 hartree
LUMO = 0.9 eV

ORCA input file:
```
! RIJCOSX wB97M-V def2-TZVPD def2/J DEFGRID3
* xyz 0 1
C -1.155 0.998 -1.179
N -0.472 0.260 -0.149
N 1.609 0.283 0.913
C 0.334 0.813 1.049
C 0.096 -0.964 -0.268
N -0.327 -1.902 -1.173
C 1.006 -1.030 0.772
N -0.132 1.805 1.695
H 2.250 0.421 1.681
H 0.023 -2.836 -1.029
H -1.294 -1.848 -1.456
H 0.574 2.296 2.235
H 1.490 -1.890 1.197
H -1.301 2.004 -0.787
H -0.570 1.034 -2.105
H -2.130 0.556 -1.397
*
```


(3)
Entry from the OMol25 dataset: a structure of composition C34H46BrN9OPSbSe4Ti (the ωB97M-V functional and the def2-TZVPD basis).

Summary:
ΔE to the lowest compared entry with this formula, charge and spin = 0.553 eV
orbital gap (alpha / beta) = 0.1687 / 0.2001 Eh
calculated total energy = -15502.23822 hartree
<S²> = 2.049
LUMO (alpha / beta) = 3.6 / 3.6 eV

ORCA input file:
```
! RIJCOSX wB97M-V def2-TZVPD def2/J DEFGRID3
* xyz -2 3
Ti 0.527 -0.358 0.280
Se 2.505 2.972 3.314
Sb 3.169 1.808 1.274
Se 2.606 -1.418 0.570
Se 1.159 1.937 -0.393
Se 4.977 2.748 -0.084
Br -4.910 -5.454 0.659
C -5.344 -3.697 1.276
C -4.507 -3.060 2.179
C -4.791 -1.778 2.609
C -5.938 -1.080 2.145
C -6.784 -1.788 1.256
C -6.492 -3.064 0.818
N -6.331 0.173 2.519
N -5.465 1.026 3.060
C -4.133 0.953 2.694
C -3.154 1.343 3.601
C -1.780 1.174 3.362
C -1.346 0.606 2.187
O -0.089 0.211 1.949
C -2.298 0.381 1.167
N -1.775 -0.015 -0.032
C -2.600 -0.184 -1.035
C -3.985 0.028 -0.936
C -4.523 0.390 0.268
C -3.680 0.559 1.386
H -3.622 -3.567 2.544
H -4.123 -1.300 3.313
H -7.675 -1.282 0.905
H -7.147 -3.564 0.116
H -3.489 1.723 4.558
H -1.046 1.435 4.116
H -2.169 -0.498 -1.976
H -4.605 -0.110 -1.811
H -5.586 0.554 0.387
C 2.081 -3.231 -2.722
N 1.684 -2.020 -3.406
C 2.009 -1.941 -4.811
C 0.969 -1.048 -2.773
N 0.143 -1.309 -1.772
C -0.635 -2.481 -1.790
C -1.160 -3.019 -2.965
C -2.049 -4.085 -2.934
C -2.455 -4.609 -1.716
C -1.947 -4.080 -0.539
C -1.017 -3.044 -0.558
N -0.504 -2.466 0.611
C -0.093 -3.235 1.590
N -0.039 -2.761 2.859
C 1.107 -3.007 3.705
C -1.104 -1.971 3.432
N 0.343 -4.518 1.423
C 0.983 -4.963 0.207
C 0.159 -5.516 2.450
N 1.168 0.209 -3.220
C 2.500 0.693 -3.550
C 0.106 1.201 -3.240
H 1.371 -4.049 -2.885
H 2.178 -3.006 -1.661
H 3.065 -3.530 -3.090
H 1.714 -2.876 -5.298
H 3.080 -1.790 -4.979
H 1.467 -1.120 -5.274
H -0.890 -2.568 -3.915
H -2.452 -4.475 -3.861
H -3.189 -5.404 -1.671
H -2.292 -4.457 0.417
H 1.896 -3.481 3.126
H 0.853 -3.626 4.575
H 1.494 -2.046 4.053
H -1.809 -1.672 2.660
H -0.704 -1.073 3.901
H -1.637 -2.559 4.193
H 1.345 -4.089 -0.323
H 0.303 -5.538 -0.431
H 1.846 -5.581 0.468
H -0.541 -5.156 3.201
H 1.101 -5.780 2.945
H -0.257 -6.421 1.997
H 3.240 -0.063 -3.298
H 2.708 1.567 -2.930
H 2.586 0.954 -4.611
H -0.671 0.963 -2.522
H -0.323 1.268 -4.248
H 0.512 2.169 -2.954
C -3.820 4.089 -1.614
P -2.234 3.409 -0.952
C -2.512 3.731 0.831
C -1.116 4.820 -1.326
H -4.069 5.068 -1.191
H -4.626 3.391 -1.384
H -3.755 4.182 -2.701
H -2.749 4.782 1.022
H -1.612 3.455 1.384
H -3.328 3.107 1.202
H -1.561 5.783 -1.062
H -0.856 4.824 -2.387
H -0.193 4.677 -0.763
*
```


(4)
Entry from the OMol25 dataset: a cluster of 2 separate species, C2HN5O in total at a distorted geometry (the ωB97M-V functional and the def2-TZVPD basis).

Summary:
ΔE to the lowest compared entry with this formula, charge and spin = 1.198 eV
orbital gap (alpha / beta) = 0.2372 / 0.2426 Eh
calculated total energy = -424.70731 hartree
LUMO (alpha / beta) = -14.9 / -14.4 eV

ORCA input file:
```
! RIJCOSX wB97M-V def2-TZVPD def2/J DEFGRID3
* xyz 2 1
C -1.035 2.318 -0.552
C -0.126 2.346 0.440
N -1.763 2.555 -1.455
N 1.664 -0.948 0.340
N 2.671 -1.401 0.540
N 0.576 -0.454 0.247
N 0.550 2.845 1.286
O 1.311 3.311 2.016
H -0.203 -0.995 0.181
*
```


(5)
Entry from the OMol25 dataset: the molecule C3H3PS at a distorted geometry (the ωB97M-V functional and the def2-TZVPD basis).

Summary:
ΔE to the lowest compared entry with this formula, charge and spin = 2.189 eV
orbital gap (alpha / beta) = 0.2374 / 0.2315 Eh
calculated total energy = -855.49702 hartree
LUMO (alpha / beta) = -1.4 / -1.3 eV

ORCA input file:
```
! RIJCOSX wB97M-V def2-TZVPD def2/J DEFGRID3
* xyz 0 1
C 0.205 -0.628 -0.333
C 0.867 -1.140 0.718
C -0.398 0.781 -0.075
P -0.316 -0.996 -2.079
S 1.454 -1.642 2.041
H 0.188 1.577 -0.434
H -0.769 0.999 0.978
H -1.232 1.049 -0.816
*
```


(6)
Entry from the OMol25 dataset: a cluster of 3 separate species, C5H11N in total at a distorted geometry (the ωB97M-V functional and the def2-TZVPD basis).

Summary:
ΔE to the lowest compared entry with this formula, charge and spin = 8.715 eV
orbital gap = 0.2089 Eh
calculated total energy = -251.54227 hartree
LUMO = -1.6 eV

ORCA input file:
```
! RIJCOSX wB97M-V def2-TZVPD def2/J DEFGRID3
* xyz 0 1
C 0.929 0.419 -1.822
C -0.892 2.224 0.242
C -0.657 1.172 1.033
C -0.275 -0.041 1.542
C -0.948 -1.399 1.448
N 1.443 -0.983 -1.423
H 0.882 1.095 -0.900
H 1.550 0.734 -2.648
H -0.063 0.406 -2.208
H -0.795 3.326 0.249
H -1.868 0.584 -0.208
H 0.676 -0.006 2.063
H -1.826 -1.609 0.817
H -1.157 -1.862 2.525
H -0.147 -2.070 1.017
H 2.320 -0.696 -1.122
H 0.829 -1.292 -0.606
*
```


(7)
Entry from the OMol25 dataset: the molecule C18H22N6O3S at a distorted geometry (the ωB97M-V functional and the def2-TZVPD basis).

Summary:
ΔE to the lowest compared entry with this formula, charge and spin = 0.000 eV
orbital gap = 0.3153 Eh
calculated total energy = -1651.67536 hartree
LUMO = 0.5 eV

ORCA input file:
```
! RIJCOSX wB97M-V def2-TZVPD def2/J DEFGRID3
* xyz 0 1
C 0.391 0.039 -3.334
C 0.193 1.545 -3.439
C 0.884 2.292 -2.296
N 0.378 1.927 -0.994
C -0.822 2.211 -0.450
S -2.179 2.852 -1.326
C -3.513 2.295 -0.214
C -3.256 0.964 0.488
O -3.606 0.806 1.631
N -2.711 -0.012 -0.300
C -1.934 -1.061 0.206
C -2.189 -1.664 1.434
C -1.289 -2.621 1.868
C -0.209 -2.958 1.069
C -0.063 -2.333 -0.164
C 1.062 -2.675 -1.089
N -0.913 -1.395 -0.572
N -0.950 1.795 0.799
C 0.212 1.171 1.073
C 1.068 1.236 -0.016
C 2.335 0.579 -0.025
O 3.154 0.570 -0.928
N 2.545 -0.121 1.167
C 3.775 -0.888 1.285
C 1.707 -0.200 2.271
O 2.003 -0.866 3.238
N 0.528 0.512 2.214
C -0.378 0.505 3.343
H -0.073 -0.356 -2.433
H 1.453 -0.194 -3.307
H -0.050 -0.458 -4.194
H -0.871 1.788 -3.446
H 0.623 1.913 -4.372
H 1.949 2.052 -2.292
H 0.754 3.371 -2.428
H -3.670 3.052 0.555
H -4.402 2.226 -0.843
H -2.435 0.248 -1.241
H -3.042 -1.374 2.021
H -1.433 -3.104 2.823
H 0.506 -3.698 1.393
H 1.753 -1.838 -1.168
H 1.603 -3.545 -0.729
H 0.676 -2.874 -2.086
H 4.327 -0.565 2.167
H 3.542 -1.947 1.388
H 4.360 -0.713 0.384
H -0.137 1.326 4.021
H -1.395 0.624 2.975
H -0.262 -0.439 3.872
*
```


(8)
Entry from the OMol25 dataset: the ion CHN2 with charge +1 at a distorted geometry (the ωB97M-V functional and the def2-TZVPD basis).

Summary:
ΔE to the lowest compared entry with this formula, charge and spin = 1.196 eV
orbital gap (alpha / beta) = 0.3033 / 0.3027 Eh
calculated total energy = -147.69971 hartree
LUMO (alpha / beta) = -9.9 / -9.9 eV

ORCA input file:
```
! RIJCOSX wB97M-V def2-TZVPD def2/J DEFGRID3
* xyz 1 1
C 0.674 0.062 -0.003
N 2.927 0.077 0.001
N 1.829 -0.142 -0.001
H -0.399 0.000 0.000
*
```


(9)
Entry from the OMol25 dataset: a structure of composition C3H12BCl3CrO3S at a distorted geometry (the ωB97M-V functional and the def2-TZVPD basis).

Summary:
orbital gap (alpha / beta) = 0.2079 / 0.2510 Eh
calculated total energy = -3195.41726 hartree
<S²> = 6.012
LUMO (alpha / beta) = 4.5 / 4.5 eV

ORCA input file:
```
! RIJCOSX wB97M-V def2-TZVPD def2/J DEFGRID3
* xyz -2 5
Cr 1.117 0.886 1.777
Cl -1.253 1.870 1.141
Cl 2.797 1.921 0.227
Cl 0.547 -1.204 2.949
B 1.978 2.326 3.587
H 2.278 1.244 3.274
H 1.673 2.292 4.714
H 2.941 2.975 3.479
H 1.144 2.768 2.899
O 1.447 -2.653 -1.115
S 0.422 -1.684 -0.791
O 0.675 -0.482 -0.063
O -0.214 -1.216 -2.205
C -0.875 0.052 -2.164
C -1.860 0.117 -3.308
C -0.998 -2.500 -0.098
H -0.146 0.856 -2.282
H -1.426 0.235 -1.238
H -1.413 -0.153 -4.272
H -2.340 1.085 -3.427
H -2.646 -0.637 -3.174
H -1.772 -1.770 0.118
H -0.737 -3.076 0.788
H -1.339 -3.252 -0.813
*
```


(10)
Entry from the OMol25 dataset: the molecule C4H10N2O (the ωB97M-V functional and the def2-TZVPD basis).

Summary:
ΔE to the lowest compared entry with this formula, charge and spin = 1.889 eV
orbital gap = 0.3777 Eh
calculated total energy = -343.13203 hartree
LUMO = 0.9 eV

ORCA input file:
```
! RIJCOSX wB97M-V def2-TZVPD def2/J DEFGRID3
* xyz 0 1
N 1.396 1.958 -0.836
C 1.324 0.647 -1.467
C 0.111 -0.191 -1.051
N 0.025 -0.244 0.410
C -1.139 -0.964 0.889
C -1.329 -0.868 2.382
O -1.724 -1.787 3.050
H 0.872 1.952 0.034
H 0.957 2.653 -1.432
H 2.217 0.058 -1.238
H 1.305 0.768 -2.548
H 0.219 -1.199 -1.467
H -0.800 0.266 -1.430
H 0.872 -0.677 0.762
H -2.026 -0.466 0.492
H -1.167 -2.017 0.604
H -1.113 0.111 2.845
*
```


(11)
Entry from the OMol25 dataset: the ion C7H12N4 with charge +2 at a distorted geometry (the ωB97M-V functional and the def2-TZVPD basis).

Summary:
ΔE to the lowest compared entry with this formula, charge and spin = 5.717 eV
orbital gap = 0.3020 Eh
calculated total energy = -492.14400 hartree
LUMO = -9.1 eV

ORCA input file:
```
! RIJCOSX wB97M-V def2-TZVPD def2/J DEFGRID3
* xyz 2 1
C 1.054 2.078 -0.937
C 0.234 0.894 -0.761
C -0.394 0.314 -2.030
N 0.138 -0.051 -3.122
C 0.110 0.395 0.488
N 0.664 0.962 1.533
C 0.638 0.519 2.700
C -0.313 -0.600 2.999
C -0.758 -1.373 1.966
N -0.117 -1.159 0.667
N -0.882 -1.672 -0.513
H 1.992 1.906 -1.265
H 1.047 2.605 0.036
H 0.492 2.833 -1.681
H -1.542 0.357 -2.031
H 1.226 0.089 -3.273
H -0.538 -0.410 -3.699
H 1.004 1.048 3.482
H -0.542 -0.792 3.999
H -1.593 -2.139 2.024
H 0.754 -1.752 0.450
H -1.902 -1.391 -0.664
H -0.771 -2.659 -0.368
*
```


(12)
Entry from the OMol25 dataset: a structure of composition CdCl6HfO24 at a distorted geometry (the ωB97M-V functional and the def2-TZVPD basis).

Summary:
ΔE to the lowest compared entry with this formula, charge and spin = 4.998 eV
orbital gap = 0.0778 Eh
calculated total energy = -4780.42312 hartree
LUMO = -7.0 eV

ORCA input file:
```
! RIJCOSX wB97M-V def2-TZVPD def2/J DEFGRID3
* xyz 0 1
Cd 0.365 3.527 -0.415
Hf -1.561 -0.965 3.210
Cl 0.092 -2.110 -3.438
O -1.194 -1.508 -4.026
O 0.714 -1.037 -2.559
O -0.221 -3.279 -2.518
O 0.983 -2.487 -4.579
Cl -0.120 0.458 0.372
O 1.009 1.453 0.518
O 0.317 -0.882 -0.074
O -0.820 0.294 1.696
O -0.995 1.063 -0.661
Cl -0.716 2.404 -4.049
O 0.341 2.674 -5.125
O -0.080 2.526 -2.684
O -1.870 3.435 -4.162
O -1.188 1.019 -4.302
Cl 0.607 1.755 4.444
O 0.888 2.431 3.192
O 1.785 1.145 4.993
O 0.130 2.757 5.376
O -0.466 0.724 4.200
Cl 2.718 -0.665 2.211
O 1.266 -0.563 2.603
O 3.401 0.684 2.302
O 3.420 -1.474 3.210
O 2.852 -1.220 0.823
Cl -2.337 -2.395 -0.126
O -2.331 -1.503 -1.309
O -2.212 -1.682 1.244
O -3.625 -3.191 -0.020
O -1.139 -3.390 -0.337
*
```